Molecular formula: BeH12O10S
Method: DFT, the ωB97M-V functional and the def2-TZVPD basis

```
! wB97M-V def2-TZVPD RIJCOSX def2/J DEFGRID3
* xyz -1 2
Be -8.584 -0.204 45.047
S -11.053 -2.066 45.717
O -11.235 -3.088 44.657
O -12.080 -2.147 46.750
O -9.724 -2.186 46.257
O -11.090 -0.737 45.044
O -6.991 0.078 42.969
H -7.157 -0.359 42.134
H -6.063 0.311 42.937
O -6.440 -1.322 45.496
H -5.852 -1.830 44.937
H -6.416 -1.773 46.340
O -9.682 0.972 47.158
H -9.782 0.872 48.105
H -10.449 1.478 46.889
O -7.011 1.955 45.159
H -7.460 2.771 45.380
H -6.197 2.234 44.741
O -9.776 1.454 43.511
H -9.283 2.084 42.985
H -10.693 1.630 43.299
O -8.617 -2.463 43.860
H -9.391 -2.741 44.349
H -8.157 -3.277 43.655
*
```

Summary:
- gap between HOMO and LUMO (alpha / beta) (hartree) = 0.16049 / 0.20473
- HOMO level (alpha / beta) (eV) = -1.78 / -3.55
- E_LUMO (alpha / beta) (eV) = 2.6 / 2.0

=====

Molecular formula: BiFNO2S2
Method: DFT, the ωB97M-V functional and the def2-TZVPD basis

```
! wB97M-V def2-TZVPD RIJCOSX def2/J DEFGRID3
* xyz 1 1
Bi 1.130 -1.030 0.213
F 2.776 -0.333 0.944
N -0.818 1.591 -0.679
S 0.679 1.340 -1.012
S -1.750 0.375 0.308
O -0.792 -0.835 0.406
O -2.850 0.047 -0.644
*
```

Summary:
- gap between HOMO and LUMO (hartree) = 0.24378
- HOMO level (eV) = -14.64
- E_LUMO (eV) = -8.0
- energy relative to the best compared isomer or geometry (same formula, charge and spin) (eV) = 0.000

=====

Molecular formula: Br2ClFSi
Method: DFT, the ωB97M-V functional and the def2-TZVPD basis

```
! wB97M-V def2-TZVPD RIJCOSX def2/J DEFGRID3
* xyz 0 1
F -0.330 1.608 -1.139
Si 0.146 -0.111 0.066
Cl 0.195 0.589 1.969
Br 1.872 -1.155 -0.727
Br -1.882 -0.930 -0.170
*
```

Summary:
- gap between HOMO and LUMO (hartree) = 0.38709
- HOMO level (eV) = -11.39
- E_LUMO (eV) = -0.9
- energy relative to the best compared isomer or geometry (same formula, charge and spin) (eV) = 1.994

=====

Molecular formula: Br2ClIMnO4
Method: DFT, the ωB97M-V functional and the def2-TZVPD basis

```
! wB97M-V def2-TZVPD RIJCOSX def2/J DEFGRID3
* xyz -2 6
Mn 0.385 -0.421 1.329
I -0.308 1.767 3.090
Br -0.609 -2.790 1.620
Br 2.716 -1.068 2.135
Cl -0.479 0.551 -1.699
O -0.320 -0.719 -1.033
O -1.723 0.768 -2.315
O -0.264 1.374 -0.544
O 0.602 0.539 -2.583
*
```

Summary:
- gap between HOMO and LUMO (alpha / beta) (hartree) = 0.26478 / 0.26756
- HOMO level (alpha / beta) (eV) = -2.10 / -2.19
- E_LUMO (alpha / beta) (eV) = 5.1 / 5.1
- energy relative to the best compared isomer or geometry (same formula, charge and spin) (eV) = 0.868

=====

Energy, respectively: -1172.48477; -1315.68954; -5997.70863; -7357.84777 a.u..